Record 1
Density functional theory data (the ωB97M-V functional and the def2-TZVPD basis) for a structure of composition C27H53BN2O17P2 in a non-equilibrium geometry.

```
102
Properties=species:S:1:pos:R:3:lowdin_charge:R:1
C -1.53822 3.15898 1.71972 -0.110
C -1.46374 1.61128 1.25280 -0.149
B -1.54146 1.41009 -0.35120 -0.526
O -2.80841 1.62794 -1.04912 0.074
O -0.43096 0.97756 -1.18339 -0.039
P -0.13611 -0.68275 -1.05720 0.662
O -0.30886 -1.27010 0.34244 -0.261
O 1.53184 -0.88371 -1.46535 -0.174
C 2.32049 0.04238 -0.69794 -0.235
C 2.66845 1.48318 -1.21926 0.039
C 3.51432 2.38707 -0.25767 -0.009
C 3.94122 1.75617 1.08884 -0.105
N 3.63099 0.45732 1.58732 0.012
C 2.84206 -0.33622 0.70540 -0.059
O -1.00879 -1.47345 -2.28393 -0.288
P -2.38450 -2.30694 -1.69701 0.629
N -3.44083 -2.34400 -2.91909 -0.185
O -1.98379 -3.94629 -1.39750 -0.154
O -3.17498 -1.56329 -0.39897 -0.187
H -0.77003 3.28351 2.56566 0.079
H -1.25993 3.86927 0.85804 0.084
H -2.60461 3.33287 2.11083 0.083
H -2.29054 0.97428 1.75234 0.122
H -0.46811 1.15588 1.61158 0.106
H -3.47314 1.08049 -0.56971 0.089
H 2.32641 1.84112 -2.25519 0.109
H 3.80548 3.46008 -0.53239 0.071
H 4.58714 2.42245 1.77265 0.112
H 2.55676 -1.38860 1.08055 0.118
H -3.01113 -1.82420 -3.71485 -0.016
H -2.26375 -4.21497 -0.48940 0.058
H -4.00952 -1.13843 -0.70571 0.088
O -2.65993 -4.72428 2.01089 0.095
C -3.70643 -5.29633 1.79748 -0.529
O -4.87505 -4.68011 2.05248 0.001
C -6.16164 -5.19108 1.67093 -0.229
C -6.68531 -6.17163 2.70063 -0.066
C -3.72285 -6.72703 1.33375 0.012
H -6.13265 -5.61339 0.66355 0.115
H -6.83056 -4.32882 1.62465 0.124
H -6.03610 -7.04521 2.79188 0.068
H -7.68780 -6.51230 2.43280 0.083
H -6.72412 -5.70292 3.68721 0.086
H -3.60560 -7.38284 2.19723 0.100
H -2.88633 -6.87669 0.64963 0.092
H -4.62065 -7.00228 0.78355 0.072
O 5.05332 -0.81400 7.89203 0.093
C 4.84202 -1.48008 6.90457 -0.529
O 4.10632 -0.97726 5.89602 0.000
C 3.94828 -1.60764 4.61487 -0.232
C 2.83431 -2.63464 4.64918 -0.065
C 5.31521 -2.90525 6.82064 0.003
H 4.89525 -2.02438 4.26283 0.114
H 3.68090 -0.81360 3.91337 0.097
H 3.05204 -3.44248 5.35176 0.065
H 2.68088 -3.06956 3.65901 0.077
H 1.90067 -2.17237 4.97962 0.086
H 4.60257 -3.54856 7.33815 0.096
H 6.28719 -2.97401 7.31091 0.091
H 5.46001 -3.26289 5.80290 0.067
O -6.14640 -2.97368 -9.15063 0.094
C -5.27905 -3.45075 -8.45563 -0.528
O -5.04066 -2.94453 -7.23119 -0.002
C -4.16679 -3.54425 -6.26140 -0.233
C -2.72914 -3.12641 -6.49428 -0.074
C -4.39409 -4.55083 -8.97396 0.004
H -4.29193 -4.62959 -6.23847 0.115
H -4.49276 -3.17578 -5.28612 0.099
H -2.36461 -3.46124 -7.46818 0.065
H -2.07834 -3.53956 -5.72049 0.078
H -2.64295 -2.03653 -6.48291 0.083
H -3.59475 -4.11295 -9.57299 0.096
H -4.99642 -5.20987 -9.60056 0.091
H -3.96619 -5.17754 -8.19370 0.067
O 0.49626 5.64792 2.80995 0.091
C -0.19931 6.59157 3.10449 -0.524
O -0.70031 6.69753 4.35052 -0.002
C -1.38089 7.85587 4.85470 -0.232
C -2.84984 7.82891 4.48353 -0.068
C -0.59285 7.61126 2.07163 0.008
H -0.88228 8.77394 4.53438 0.114
H -1.28536 7.81636 5.94215 0.123
H -2.99231 7.85081 3.40085 0.067
H -3.37264 8.68360 4.91849 0.081
H -3.31670 6.90902 4.84470 0.085
H -1.44388 7.23320 1.50363 0.096
H 0.25245 7.76297 1.39918 0.093
H -0.83354 8.58872 2.48563 0.068
O 5.19406 4.57598 -1.30165 0.065
C 5.77751 4.11456 -2.25813 -0.513
O 6.30522 2.88016 -2.19150 0.000
C 6.85360 2.17015 -3.31239 -0.226
C 8.29982 2.55662 -3.54698 -0.066
C 6.00132 4.93804 -3.49568 0.014
H 6.23268 2.30203 -4.20179 0.115
H 6.80314 1.10968 -3.05562 0.126
H 8.39915 3.61645 -3.79177 0.068
H 8.72686 1.97147 -4.36428 0.083
H 8.89092 2.38463 -2.64390 0.086
H 6.87139 5.57826 -3.34523 0.100
H 5.11940 5.55865 -3.65971 0.095
H 6.13253 4.34777 -4.40055 0.071
```

Calculated values
* frontier orbital gap: 8.648 eV
* spin multiplicity: 1

***

Record 2
Density functional theory data (the ωB97M-V functional and the def2-TZVPD basis) for a cluster of 13 separate species, C27H53Br2Cl24FN in total in a non-equilibrium geometry.

```
108
Properties=species:S:1:pos:R:3:lowdin_charge:R:1
C 0.11799 -3.11451 2.38005 -0.267
C -0.95475 -3.84101 1.52573 -0.680
Br -0.31134 -3.90755 -0.36588 0.574
C -2.39247 -3.19489 1.52601 -0.840
Br -2.55156 -1.58373 2.72528 0.539
N -3.39380 -4.14410 1.89575 -0.166
F -3.06209 -4.58835 3.24624 -0.291
H 0.06973 -3.44864 3.43138 0.046
H 0.13434 -2.02265 2.27139 0.024
H 1.10574 -3.47232 2.01547 0.025
H -1.07690 -4.88676 1.84344 0.080
H -2.63229 -2.85512 0.51245 0.000
Cl -2.06816 1.64099 3.51052 0.508
C -1.06591 2.80118 2.60035 -0.660
C -1.65007 3.12837 1.24835 -0.724
Cl -1.57788 1.73667 0.13588 0.546
H -0.06458 2.38242 2.50667 0.074
H -1.00787 3.70352 3.20855 -0.028
H -1.08199 3.94126 0.78686 -0.038
H -2.68988 3.44407 1.32622 0.060
Cl 0.73526 4.45802 -1.77321 0.567
C 0.55705 4.20128 -3.52634 -0.683
C 0.15345 2.78359 -3.84600 -0.676
Cl 1.46197 1.62642 -3.48497 0.548
H 1.49860 4.46478 -4.00436 0.070
H -0.20650 4.89582 -3.87109 0.023
H -0.07084 2.69214 -4.90551 0.006
H -0.72896 2.48262 -3.28319 0.070
Cl 0.45532 -2.20674 -6.45866 0.550
C 0.90790 -2.06092 -4.73962 -0.660
C 1.34656 -3.38037 -4.15130 -0.672
Cl 0.00147 -4.53518 -4.00015 0.532
H 0.05897 -1.64518 -4.20095 0.074
H 1.72556 -1.34727 -4.69176 0.027
H 1.73814 -3.22032 -3.14644 0.060
H 2.12624 -3.84539 -4.75377 0.064
Cl -0.01791 6.16497 7.74532 0.524
C -1.53076 5.36094 7.24955 -0.661
C -1.37531 4.59870 5.95490 -0.646
Cl -1.14001 5.68358 4.55908 0.565
H -2.30563 6.12116 7.17383 0.066
H -1.80083 4.67309 8.04971 0.074
H -2.27696 4.01982 5.75642 0.071
H -0.53238 3.91178 5.99352 0.076
Cl -3.26767 -4.50029 -1.45259 0.557
C -4.77238 -5.21611 -2.06722 -0.662
C -5.32443 -6.24979 -1.11354 -0.666
Cl -4.30138 -7.70844 -1.03827 0.518
H -4.57437 -5.64144 -3.05059 0.060
H -5.48925 -4.40261 -2.18292 0.067
H -6.31044 -6.57300 -1.44968 0.062
H -5.41652 -5.84787 -0.10460 0.067
Cl -2.40441 -0.41975 -9.95744 0.530
C -2.84189 -2.14778 -9.99025 -0.657
C -1.81067 -2.99820 -9.29046 -0.670
Cl -0.26905 -3.04707 -10.18082 0.529
H -2.96913 -2.44462 -11.02961 0.065
H -3.80287 -2.24374 -9.48601 0.072
H -2.16662 -4.02492 -9.21304 0.075
H -1.60788 -2.63086 -8.28616 0.021
Cl -1.17718 4.60721 -6.31765 0.623
C -1.37073 4.35522 -8.07221 -0.639
C -1.79830 2.94600 -8.41267 -0.670
Cl -0.52816 1.74255 -8.09481 0.538
H -0.43004 4.61671 -8.55244 0.069
H -2.13375 5.05720 -8.40739 0.071
H -2.03052 2.88365 -9.47581 0.067
H -2.68374 2.65240 -7.85191 0.072
Cl -1.88066 -3.29185 6.67634 0.536
C -3.54430 -2.87811 7.15960 -0.671
C -4.30448 -2.17579 6.05819 -0.659
Cl -3.66709 -0.54616 5.73819 0.477
H -3.48947 -2.26602 8.05861 0.057
H -4.04343 -3.81397 7.41029 0.067
H -5.34833 -2.05826 6.35020 0.067
H -4.26950 -2.73799 5.12335 0.050
Cl -1.20587 8.48720 -1.66096 0.532
C -0.71997 8.63842 0.04721 -0.663
C -0.29778 7.31393 0.63948 -0.636
Cl -1.66533 6.18681 0.81505 0.619
H -1.55283 9.07288 0.59648 0.066
H 0.11473 9.33816 0.07816 0.070
H 0.11245 7.47126 1.63715 0.072
H 0.46221 6.82783 0.02985 0.041
Cl 3.05271 -0.80156 2.10795 0.566
C 3.54504 -0.63476 3.81145 -0.674
C 3.98673 -1.94988 4.41118 -0.689
Cl 2.63283 -3.09183 4.60599 0.593
H 2.71036 -0.20629 4.36359 0.073
H 4.37199 0.07534 3.83263 0.043
H 4.40138 -1.78087 5.40314 -0.012
H 4.74906 -2.43063 3.79998 0.069
Cl 6.07941 -0.13026 6.25489 0.612
C 6.57021 0.03892 7.95890 -0.648
C 7.01026 -1.27780 8.55441 -0.668
Cl 5.65362 -2.41628 8.73687 0.551
H 5.73433 0.46703 8.50844 0.071
H 7.39570 0.74975 7.98271 0.070
H 7.42230 -1.11140 9.54936 0.070
H 7.77305 -1.75620 7.94320 0.067
Cl 6.17464 -2.66111 -0.90006 0.541
C 6.00131 -2.91448 -2.65403 -0.668
C 5.89043 -1.60964 -3.40848 -0.664
Cl 4.35790 -0.76824 -3.07056 0.553
H 5.12987 -3.54578 -2.81865 0.065
H 6.88626 -3.45705 -2.98559 0.069
H 5.91732 -1.80074 -4.48124 0.070
H 6.70771 -0.93514 -3.16086 0.065
```

Calculated values
* frontier orbital gap: 4.389 eV
* net charge: -1
* spin multiplicity: 1

***

Record 3
Density functional theory data (the ωB97M-V functional and the def2-TZVPD basis) for a structure of composition C27H54AsNPdSSbSi3.

```
89
Properties=species:S:1:pos:R:3:lowdin_charge:R:1
Pd -0.43573 -1.09949 0.08595 -0.027
S -4.56021 -2.39682 1.99451 0.931
C -3.23565 -2.95261 2.92054 -0.471
C -2.04755 -2.61321 2.34909 -0.264
C -2.13080 -1.85917 1.12304 -0.293
C -3.46169 -1.65595 0.82615 -0.522
C -4.06098 -0.90966 -0.29037 -0.308
C -5.44233 -0.63627 -0.34222 -0.064
C -5.96876 0.03669 -1.42284 -0.094
C -5.12324 0.44572 -2.45017 -0.101
C -3.77772 0.15644 -2.31292 -0.182
N -3.25327 -0.49069 -1.27893 0.089
H -3.41416 -3.51395 3.82620 0.044
H -1.10087 -2.88881 2.80025 0.073
H -6.08693 -0.95317 0.46643 0.067
H -7.03145 0.24513 -1.46760 0.096
H -5.49235 0.97757 -3.31704 0.088
H -3.06813 0.46782 -3.07618 0.103
C -3.17900 3.10538 -0.26606 -0.177
C -2.38458 2.96820 1.02856 -0.564
C -2.03295 4.33839 1.58729 -0.161
Sb -0.75664 1.51168 0.70313 1.469
C 0.97802 2.85822 0.51638 -0.575
C 1.43111 3.72278 1.68592 -0.151
C 0.80402 3.70141 -0.74375 -0.189
C -0.55096 0.92580 2.79154 -0.571
C -0.79405 1.95835 3.88118 -0.151
C 0.78854 0.20944 2.93885 -0.184
H -4.06069 3.74360 -0.12652 0.070
H -3.51907 2.13917 -0.63362 0.029
H -2.57101 3.56005 -1.05555 0.067
H -3.01342 2.44768 1.76127 0.077
H -1.41073 4.91182 0.89526 0.053
H -1.50069 4.27713 2.53601 0.044
H -2.94490 4.92641 1.75405 0.070
H 1.76771 2.11963 0.31872 0.051
H 0.67095 4.45084 1.97491 0.052
H 2.33489 4.28681 1.41956 0.069
H 1.67071 3.12433 2.56518 0.046
H 0.05992 4.48863 -0.58953 0.052
H 0.46993 3.10560 -1.59685 0.048
H 1.74073 4.19323 -1.03285 0.070
H -1.33432 0.16348 2.85420 0.057
H -0.07708 2.78185 3.84749 0.050
H -0.70822 1.49430 4.87167 0.070
H -1.79643 2.38533 3.81139 0.055
H 1.63341 0.90025 2.84893 0.055
H 0.87464 -0.54799 2.15223 0.003
H 0.86236 -0.28875 3.91391 0.074
C 3.66645 -4.48021 -0.88995 -0.227
Si 2.09847 -3.69692 -0.17768 0.260
C 0.67651 -4.91429 -0.29630 -0.225
C 2.38444 -3.28428 1.62826 -0.225
As 1.42363 -1.71539 -1.23762 0.736
Si 3.40598 -0.57156 -1.72901 0.268
C 4.57380 -1.43314 -2.93496 -0.218
C 4.26875 -0.32873 -0.07259 -0.226
C 2.97554 1.10068 -2.47765 -0.214
Si 0.47753 -2.40029 -3.27315 0.270
C -1.24315 -3.02897 -2.89790 -0.220
C 0.35514 -0.87953 -4.37573 -0.225
C 1.49280 -3.73292 -4.14411 -0.223
H 3.86907 -5.44576 -0.41760 0.022
H 4.53701 -3.83930 -0.72295 0.009
H 3.56918 -4.63798 -1.96541 0.009
H 0.84893 -5.77526 0.35489 0.027
H 0.52916 -5.28251 -1.31379 0.010
H -0.23888 -4.40638 0.02170 0.014
H 2.64357 -4.18538 2.19246 0.026
H 1.45407 -2.86733 2.02414 0.000
H 3.17337 -2.54367 1.77813 0.014
H 4.88673 -2.41798 -2.58314 0.006
H 5.46762 -0.82523 -3.10212 0.025
H 4.07856 -1.56824 -3.89979 0.013
H 4.73228 -1.26183 0.25985 0.015
H 3.55388 -0.01770 0.69267 0.014
H 5.05114 0.43173 -0.13993 0.025
H 2.67272 0.97652 -3.52035 0.014
H 3.83260 1.77893 -2.45252 0.031
H 2.14786 1.57558 -1.94976 -0.004
H -1.79273 -2.25387 -2.35769 -0.006
H -1.21154 -3.90067 -2.24449 0.011
H -1.78395 -3.29621 -3.81131 0.028
H -0.07032 -0.05466 -3.79867 0.023
H -0.30189 -1.07749 -5.22685 0.024
H 1.32527 -0.56078 -4.76306 0.009
H 1.51138 -4.64471 -3.54264 0.010
H 2.52650 -3.41416 -4.29357 0.007
H 1.06807 -3.98439 -5.12018 0.023
```

Calculated values
* frontier orbital gap: 5.378 eV
* net charge: -1
* ΔE to the lowest compared entry with this formula, charge and spin: 0.453 eV
* spin multiplicity: 1

***

One value per record, in order, for LUMO: -0.2, 1.8, 2.7 eV.